A structure of composition C47H39AsClIN3OPTi in a non-equilibrium geometry, computed with ωB97M-V/def2-TZVPD.

Atoms and positions in Å:
Ti  -0.095  -0.345  0.535
Cl  -2.640  5.858  0.275
C  -1.785  4.420  0.699
C  -1.133  4.350  1.902
C  -0.435  3.192  2.271
I  0.637  3.059  4.058
C  -0.394  2.101  1.433
O  0.184  0.938  1.740
C  -1.021  2.193  0.166
N  -0.907  1.077  -0.619
C  -1.561  1.065  -1.771
C  -2.314  2.150  -2.219
C  -2.407  3.290  -1.460
C  -1.756  3.338  -0.213
H  -1.158  5.198  2.572
H  -1.492  0.156  -2.355
H  -2.819  2.081  -3.173
H  -2.987  4.139  -1.794
C  -3.253  -0.138  0.919
N  -2.026  -0.841  0.537
C  -2.119  -1.821  -0.316
C  -0.975  -2.625  -0.491
C  -0.771  -3.889  -1.065
C  0.408  -4.378  -0.515
C  0.888  -3.401  0.357
N  0.085  -2.323  0.362
C  -3.260  0.461  2.306
C  -2.657  -0.199  3.373
C  -2.795  0.294  4.660
C  -3.528  1.450  4.892
C  -4.110  2.124  3.830
C  -3.977  1.627  2.543
H  -4.073  -0.862  0.889
H  -3.489  0.635  0.177
H  -3.071  -2.084  -0.773
H  -1.433  -4.384  -1.759
H  0.862  -5.338  -0.700
H  1.760  -3.456  0.992
H  -2.112  -1.121  3.202
H  -2.339  -0.227  5.492
H  -3.644  1.823  5.901
H  -4.669  3.035  4.002
H  -4.447  2.144  1.712
C  4.486  1.221  -0.208
C  5.253  -0.040  -0.592
As  7.197  0.355  -0.767
C  7.809  -1.439  -1.259
C  8.959  -1.525  -2.043
C  9.472  -2.755  -2.419
C  8.845  -3.923  -2.004
C  7.715  -3.851  -1.206
C  7.203  -2.614  -0.832
C  7.040  1.073  -2.586
C  7.279  2.426  -2.803
C  7.125  2.977  -4.069
C  6.733  2.175  -5.129
C  6.495  0.822  -4.923
C  6.646  0.277  -3.658
P  2.785  0.996  0.541
C  2.132  -0.036  -0.869
C  2.428  -1.379  -1.123
C  2.112  -1.955  -2.345
C  1.534  -1.193  -3.349
C  1.303  0.162  -3.144
C  1.600  0.731  -1.918
C  3.133  -0.207  1.891
C  2.118  -1.004  2.430
C  2.311  -1.750  3.580
C  3.532  -1.706  4.234
C  4.552  -0.919  3.721
C  4.353  -0.173  2.568
H  4.346  1.854  -1.087
H  5.048  1.822  0.513
H  4.899  -0.443  -1.540
H  5.144  -0.813  0.168
H  9.450  -0.614  -2.367
H  10.361  -2.805  -3.034
H  9.240  -4.885  -2.304
H  7.229  -4.758  -0.869
H  6.326  -2.577  -0.196
H  7.592  3.050  -1.973
H  7.319  4.029  -4.230
H  6.617  2.604  -6.116
H  6.199  0.189  -5.750
H  6.469  -0.782  -3.507
H  2.950  -1.962  -0.378
H  2.345  -2.995  -2.528
H  1.294  -1.647  -4.301
H  0.908  0.778  -3.942
H  1.488  1.801  -1.773
H  1.133  -1.050  1.966
H  1.505  -2.362  3.966
H  3.683  -2.277  5.139
H  5.511  -0.882  4.219
H  5.167  0.439  2.203

Values from the calculation:
- Energy relative to the best compared isomer or geometry (same formula, charge and spin): 53.3 kcal per mole
- Molar mass: 977.97 g/mol
- 2S+1: 2
- ⟨S²⟩: 0.77
- Orbital gap (spin up / spin down): 6.7 / 6.5 eV
- F_max: 0.0501 hartree/bohr
- Total charge: +1
- Calculated total energy: -6238.2548 Ha
- HOMO (spin up / spin down): -10.252 / -10.252 eV

---

A structure of composition C5H8O2, computed with ωB97M-V/def2-TZVPD.

Atoms and positions in Å:
C  -1.525  -0.793  -0.002
C  -0.636  0.427  0.048
O  -1.182  1.526  -0.563
C  0.284  0.619  1.112
C  1.684  -0.781  -0.194
C  0.937  0.265  -0.683
O  1.162  1.200  -1.457
H  -2.460  -0.578  0.526
H  -1.772  -1.025  -1.041
H  -1.060  -1.669  0.461
H  -0.486  1.831  -1.198
H  0.690  1.609  1.291
H  0.441  -0.116  1.891
H  2.680  -0.951  -0.597
H  1.244  -1.565  0.407

Values from the calculation:
- Energy relative to the best compared isomer or geometry (same formula, charge and spin): 73.7 kcal per mole
- Molar mass: 100.12 g/mol
- 2S+1: 1
- Orbital gap: 8.5 eV
- F_max: 0.0075 hartree/bohr
- Calculated total energy: -345.6875 Ha
- HOMO: -8.785 eV

---

An isolated molecule of C2H2N2O2, computed with ωB97M-V/def2-TZVPD.

Atoms and positions in Å:
O  -1.355  0.076  -1.118
C  -0.382  0.460  -0.302
N  -0.082  1.514  0.357
O  -0.214  0.200  1.119
C  1.204  -0.861  0.385
N  0.971  -0.605  -0.755
H  -2.054  0.746  -1.067
H  1.705  -1.343  1.206

Values from the calculation:
- Energy relative to the best compared isomer or geometry (same formula, charge and spin): 148.1 kcal per mole
- Molar mass: 86.05 g/mol
- 2S+1: 1
- Orbital gap (spin up / spin down): 10.1 / 10.1 eV
- F_max: 0.0163 hartree/bohr
- Calculated total energy: -337.1884 Ha
- HOMO (spin up / spin down): -9.705 / -9.705 eV